1.
The following is a quantum chemistry calculation of 2 unconnected molecules or ions with the total composition C5H8OSe at a distorted geometry, from the Open Molecules 2025 dataset.

```
15
Properties=species:S:1:pos:R:3
C -0.681 2.126 -0.053
C 0.801 -0.962 -0.708
C 0.834 0.185 0.268
C -0.409 -1.843 -0.287
C -0.505 0.757 0.423
O 0.150 2.920 -0.337
Se -1.849 -0.523 0.074
H -1.684 2.422 -0.071
H 0.641 -0.509 -1.714
H 1.604 -1.693 -0.737
H 1.304 -0.131 1.248
H 1.642 0.956 0.102
H -0.431 -2.568 -1.110
H -0.155 -2.445 0.716
H -1.262 1.309 2.186
```

Output
Gap between HOMO and LUMO (alpha / beta) in eV: 7.55 / 7.65
Lowest unoccupied orbital energy (alpha / beta) in eV: -0.708 / -0.973
Energy relative to the best compared isomer or geometry (same formula, charge and spin) in eV: 3.130
E_tot in eV: -72703.8280
Charge: 0

Atom-resolved charges from natural (NBO), all expressed in e:
1 C 0.34
2 C -0.41
3 C -0.55
4 C -0.56
5 C -0.25
6 O -0.52
7 Se 0.38
8 H 0.11
9 H 0.21
10 H 0.23
11 H 0.25
12 H 0.26
13 H 0.24
14 H 0.22
15 H 0.06

=====

2.
The following is a quantum chemistry calculation of a single C5H8P2 molecule at a distorted geometry, from the Open Molecules 2025 dataset.

```
15
Properties=species:S:1:pos:R:3
C 0.270 -1.403 -1.201
C -0.759 -1.560 -0.429
C 1.122 0.544 0.500
C -0.957 -0.736 0.790
C -0.256 0.637 0.699
P 2.602 0.331 -0.149
P -1.139 1.737 -0.598
H 0.726 -1.896 -2.062
H -1.441 -2.356 -0.745
H -2.048 -0.708 1.089
H -0.590 -1.053 1.778
H -0.412 1.107 1.629
H 3.432 1.169 0.837
H -0.197 1.360 -1.760
H -0.353 2.828 -0.381
```

Output
Gap between HOMO and LUMO (alpha / beta) in eV: 8.25 / 7.52
Lowest unoccupied orbital energy (alpha / beta) in eV: -0.061 / -0.068
Energy relative to the best compared isomer or geometry (same formula, charge and spin) in eV: 5.447
E_tot in eV: -23885.1250
Charge: 0

Atom-resolved charges from natural (NBO), all expressed in e:
1 C -0.07
2 C -0.35
3 C -0.32
4 C -0.43
5 C -0.62
6 P 0.42
7 P 0.31
8 H 0.19
9 H 0.23
10 H 0.23
11 H 0.23
12 H 0.25
13 H -0.06
14 H 0.01
15 H -0.03

=====

3.
The following is a quantum chemistry calculation of a single C5H8S molecule at a distorted geometry, from the Open Molecules 2025 dataset.

```
14
Properties=species:S:1:pos:R:3
S 1.620 -0.968 -1.674
C 0.371 -0.774 -0.313
C -0.891 0.013 -0.686
C -1.115 1.002 0.450
C -0.150 0.914 1.339
C 0.976 -0.048 0.894
H 0.707 -1.446 -2.515
H 0.047 -1.797 -0.102
H -0.814 0.645 -1.590
H -1.776 -0.615 -0.889
H -1.980 1.658 0.419
H -0.012 1.596 2.211
H 1.114 -0.689 1.757
H 1.903 0.507 0.698
```

Output
Gap between HOMO and LUMO in eV: 10.03
Lowest unoccupied orbital energy in eV: 1.000
Energy relative to the best compared isomer or geometry (same formula, charge and spin) in eV: 0.511
SMILES: SC1CC=CC1
E_tot in eV: -16149.1261
Charge: 0

Atom-resolved charges from natural (NBO), all expressed in e:
1 S -0.05
2 C -0.30
3 C -0.45
4 C -0.19
5 C -0.19
6 C -0.45
7 H 0.12
8 H 0.22
9 H 0.22
10 H 0.21
11 H 0.21
12 H 0.21
13 H 0.22
14 H 0.22